Density functional theory data (ωB97M-V/def2-TZVPD) for a cluster of 3 separate species, C23H42F17N4O2Si4 in total in a non-equilibrium geometry.

ORCA input file:
```
! wB97M-V def2-TZVPD RIJCOSX def2/J DEFGRID3
* xyz 1 1
F 6.17 -6.53 0.38
C 4.98 -6.16 0.87
F 4.08 -6.14 -0.13
F 4.58 -7.02 1.82
C 5.09 -4.75 1.51
F 5.80 -4.83 2.64
F 3.82 -4.36 1.82
C 5.75 -3.70 0.57
F 7.08 -3.85 0.68
F 5.38 -3.96 -0.70
C 5.41 -2.21 0.93
F 6.45 -1.42 0.61
F 5.20 -2.16 2.26
C 4.19 -1.65 0.15
F 4.55 -1.55 -1.14
F 3.17 -2.56 0.22
C 3.64 -0.26 0.65
F 3.83 0.61 -0.36
F 4.31 0.16 1.74
C 2.12 -0.22 1.00
F 1.80 1.07 1.17
F 1.41 -0.67 -0.08
C 1.66 -1.00 2.29
F 2.67 -1.82 2.70
F 1.47 -0.09 3.27
C 0.39 -1.83 2.10
C 0.75 -3.30 1.81
N -0.19 -3.95 0.88
C -1.23 -4.75 1.09
N -1.81 -5.08 -0.06
N -1.12 -4.49 -1.00
N -0.15 -3.80 -0.45
H -0.16 -1.77 3.03
H -0.23 -1.41 1.33
H 0.68 -3.89 2.71
H 1.72 -3.41 1.38
H -1.54 -5.07 2.07
H 0.52 -3.23 -0.95
O -2.44 3.63 4.10
Si -1.84 3.11 2.66
C -0.24 3.99 2.26
C -3.08 3.40 1.29
C -1.49 1.27 2.77
Si -2.98 5.03 4.79
C -3.51 4.70 6.55
C -4.43 5.71 3.83
C -1.60 6.30 4.80
H -0.42 5.04 2.05
H 0.23 3.54 1.38
H 0.46 3.92 3.09
H -4.05 2.98 1.55
H -2.74 2.92 0.37
H -3.21 4.46 1.09
H -2.40 0.70 2.98
H -0.76 1.05 3.55
H -1.09 0.94 1.81
H -4.33 3.98 6.59
H -3.86 5.64 6.99
H -2.69 4.33 7.16
H -4.13 6.05 2.83
H -4.86 6.56 4.35
H -5.21 4.95 3.71
H -1.34 6.62 3.79
H -0.69 5.89 5.26
H -1.90 7.18 5.37
O -2.12 -0.29 -4.81
Si -2.02 -0.23 -6.47
C -0.74 -1.47 -7.06
C -1.51 1.48 -7.01
C -3.66 -0.65 -7.22
Si -1.17 -0.07 -3.51
C -2.15 -0.36 -1.94
C -0.49 1.67 -3.46
C 0.26 -1.30 -3.52
H 0.27 -1.18 -6.76
H -0.76 -1.53 -8.15
H -0.94 -2.46 -6.66
H -2.17 2.24 -6.58
H -1.57 1.57 -8.09
H -0.49 1.72 -6.71
H -4.44 0.05 -6.92
H -3.99 -1.66 -6.94
H -3.58 -0.61 -8.31
H -2.98 0.35 -1.86
H -1.50 -0.21 -1.08
H -2.56 -1.36 -1.91
H 0.22 1.84 -4.27
H 0.04 1.85 -2.52
H -1.29 2.40 -3.54
H 0.96 -1.09 -4.33
H -0.11 -2.32 -3.65
H 0.82 -1.24 -2.58
*
```

HOMO: -11.720 eV

---

Density functional theory data (ωB97M-V/def2-TZVPD) for a structure of composition C22H32N9O6S3V in a non-equilibrium geometry.

ORCA input file:
```
! wB97M-V def2-TZVPD RIJCOSX def2/J DEFGRID3
* xyz 1 2
V 0.37 -1.11 -0.40
C -0.90 3.73 2.01
C -1.91 3.63 0.88
S -1.27 2.61 -0.51
C -2.64 1.45 -0.85
C -3.04 0.51 0.27
S -1.68 -0.55 0.91
C -1.67 -0.18 2.71
C -1.61 1.28 3.14
S -0.14 2.14 2.49
H -0.05 4.36 1.71
H -1.36 4.17 2.90
H -2.85 3.20 1.20
H -2.11 4.63 0.48
H -3.51 2.03 -1.16
H -2.26 0.88 -1.70
H -3.47 1.03 1.12
H -3.79 -0.18 -0.13
H -2.58 -0.63 3.13
H -0.80 -0.72 3.08
H -2.48 1.83 2.81
H -1.57 1.32 4.23
C 4.67 -1.16 -3.66
N 3.37 -1.65 -3.23
C 3.16 -3.05 -3.56
C 2.65 -1.10 -2.22
N 1.83 -1.77 -1.48
N 2.76 0.27 -2.03
C 2.02 1.07 -1.18
N 2.26 2.41 -1.30
N 1.25 0.58 -0.27
H 4.82 -1.42 -4.70
H 5.46 -1.62 -3.06
H 4.76 -0.08 -3.57
H 3.52 -3.21 -4.58
H 2.10 -3.29 -3.54
H 3.71 -3.72 -2.89
H 1.83 -2.77 -1.63
H 3.33 0.76 -2.70
H 2.63 2.77 -2.17
H 1.60 3.02 -0.85
H 0.80 1.29 0.30
O -0.79 -2.64 -1.24
C -1.12 -1.82 -2.13
O -0.69 -0.64 -2.10
C -2.04 -2.25 -3.23
C -2.37 -3.60 -3.38
C -3.19 -3.99 -4.42
C -3.70 -3.07 -5.33
C -3.37 -1.74 -5.16
C -2.55 -1.32 -4.12
N -3.89 -0.76 -6.10
O -3.69 0.41 -5.84
O -4.49 -1.17 -7.06
N -3.54 -5.39 -4.57
O -4.37 -5.68 -5.39
O -2.96 -6.18 -3.84
H -1.99 -4.33 -2.68
H -4.34 -3.39 -6.14
H -2.32 -0.26 -4.02
N 2.79 -3.74 4.56
C 2.27 -3.13 3.47
C 2.82 -1.94 2.96
C 2.25 -1.34 1.86
N 1.19 -1.83 1.21
C 0.68 -2.98 1.67
C 1.17 -3.65 2.76
H 3.52 -3.28 5.09
H 2.33 -4.53 4.97
H 3.68 -1.50 3.43
H 2.64 -0.41 1.48
H -0.17 -3.37 1.11
H 0.70 -4.57 3.08
*
```

HOMO (spin up / spin down): -8.599 / -7.715 eV
energy above the lowest of the compared OMol25 structures with the same formula, charge and spin: 41.7 kJ/mol

---

Density functional theory data (ωB97M-V/def2-TZVPD) for a cluster of 2 separate species, C7H10N2O in total in a non-equilibrium geometry.

ORCA input file:
```
! wB97M-V def2-TZVPD RIJCOSX def2/J DEFGRID3
* xyz 0 1
C 6.18 -0.49 1.62
C 4.92 0.28 1.36
C 4.46 0.91 0.22
C 3.11 1.31 0.49
C 1.92 0.95 -0.37
C 1.72 1.87 -1.51
N 1.09 2.42 -2.33
C 3.03 1.37 1.87
N 4.01 0.54 2.35
H 5.97 -1.45 2.12
H 6.69 -0.69 0.68
H 6.86 0.08 2.27
H 4.91 0.82 -0.77
H 2.08 -0.04 -0.82
H 1.00 0.94 0.22
H 2.22 1.72 2.52
H 4.03 0.14 3.28
O -0.12 -1.96 -0.87
H 0.58 -1.83 -0.21
H -0.31 -1.19 -1.57
*
```

HOMO: -8.346 eV
SMILES: Cc1cc(CC#N)c[nH]1.O
energy above the lowest of the compared OMol25 structures with the same formula, charge and spin: 268.8 kJ/mol

---

Density functional theory data (ωB97M-V/def2-TZVPD) for a structure of composition C45H45CoFGeN10O5 in a non-equilibrium geometry.

ORCA input file:
```
! wB97M-V def2-TZVPD RIJCOSX def2/J DEFGRID3
* xyz 1 1
Co -2.01 0.79 -0.45
C 4.11 1.84 3.88
C 3.47 0.46 3.69
N 2.55 0.43 2.56
C 1.24 0.67 2.79
C 0.28 0.68 1.83
C -1.11 1.02 2.26
O -1.30 1.37 3.42
O -2.05 0.90 1.39
C 0.63 0.41 0.49
O -0.17 0.35 -0.48
C 2.04 0.19 0.23
C 2.48 -0.05 -1.07
C 3.82 -0.13 -1.34
F 4.19 -0.29 -2.65
C 4.80 -0.04 -0.35
C 4.35 0.13 0.96
C 2.99 0.26 1.26
N 6.19 -0.16 -0.56
C 7.08 0.83 0.00
C 7.41 1.93 -1.01
N 7.98 1.32 -2.25
C 7.02 0.32 -2.84
C 6.74 -0.74 -1.77
H 4.80 1.82 4.73
H 3.34 2.58 4.09
H 4.65 2.15 2.99
H 2.89 0.21 4.58
H 4.23 -0.31 3.57
H 0.95 0.86 3.81
H 1.77 -0.15 -1.88
H 5.09 0.14 1.74
H 8.01 0.33 0.32
H 6.63 1.29 0.87
H 8.14 2.63 -0.59
H 6.51 2.48 -1.28
H 8.84 0.83 -2.01
H 8.20 2.04 -2.94
H 7.46 -0.12 -3.73
H 6.11 0.84 -3.12
H 7.67 -1.25 -1.51
H 6.06 -1.49 -2.18
N -0.11 1.20 -3.14
C -1.38 0.88 -3.40
N -1.74 0.79 -4.68
C -3.01 0.47 -4.91
N -3.38 0.24 -6.18
N -3.95 0.35 -3.96
C -3.52 0.51 -2.73
N -2.22 0.66 -2.37
C -4.46 0.67 -1.64
C -5.84 0.70 -1.82
C -6.63 1.12 -0.77
C -6.03 1.50 0.42
C -4.65 1.39 0.54
N -3.89 0.97 -0.46
H 0.42 1.56 -3.91
H 0.11 1.47 -2.19
H -2.74 0.50 -6.90
H -4.36 0.19 -6.38
H -6.23 0.44 -2.78
H -7.71 1.17 -0.88
H -6.61 1.86 1.26
H -4.14 1.65 1.46
O -3.53 3.32 -2.16
C -2.68 3.66 -1.36
C -2.42 5.12 -0.97
C -1.32 5.03 0.06
C -0.89 3.57 0.00
O 0.14 3.13 0.49
N -1.80 2.84 -0.71
H -3.35 5.55 -0.60
H -2.14 5.68 -1.86
H -1.68 5.22 1.08
H -0.46 5.68 -0.12
C -1.39 -2.34 -2.05
Ge -2.11 -1.70 -0.30
C -3.81 -2.72 -0.04
C -3.70 -4.11 -0.16
C -4.80 -4.93 -0.01
C -6.04 -4.39 0.27
C -6.17 -3.01 0.41
C -5.06 -2.19 0.25
C -0.81 -2.42 1.04
C 0.38 -2.93 0.60
C 1.38 -3.37 1.50
C 1.19 -3.23 2.85
C -0.03 -2.74 3.35
C -0.26 -2.62 4.75
C -1.47 -2.19 5.22
C -2.51 -1.89 4.33
C -2.32 -2.00 2.98
C -1.07 -2.38 2.45
H -1.29 -3.42 -2.04
H -0.42 -1.88 -2.25
H -2.08 -2.08 -2.86
H -2.73 -4.55 -0.37
H -4.69 -6.01 -0.09
H -6.91 -5.03 0.38
H -7.13 -2.58 0.64
H -5.18 -1.13 0.39
H 0.59 -2.99 -0.46
H 2.29 -3.81 1.11
H 1.97 -3.53 3.54
H 0.53 -2.90 5.43
H -1.63 -2.07 6.28
H -3.47 -1.56 4.71
H -3.13 -1.78 2.30
*
```

HOMO (spin up / spin down): -8.828 / -8.836 eV
energy above the lowest of the compared OMol25 structures with the same formula, charge and spin: 10.8 kJ/mol